Entry from the Open Molecules 2025 dataset: a structure of composition C19H29AsCrN5S5Si2 (ωB97M-V with the def2-TZVPD basis set).

The HOMO-LUMO gap (alpha / beta) comes out at 6.1 / 6.1 eV. The expectation value of S² is 0.773. For the energy above the lowest of the compared OMol25 structures with the same formula, charge and spin, the calculation gives 3.6 kJ/mol.

Geometry as ORCA input:
```
! wB97M-V def2-TZVPD RIJCOSX def2/J DEFGRID3
* xyz -2 2
Cr 0.46573 0.99075 0.35125
N -1.44406 -1.90805 3.03908
C -0.79151 -1.17562 2.08249
S -1.11640 0.50897 2.00963
N 0.04776 -1.84921 1.33015
N 0.67503 -1.03689 0.44442
C 1.50409 -1.58690 -0.36771
C 2.19972 -0.70259 -1.27857
C 3.17522 -1.13100 -2.16901
C 3.85920 -0.17953 -2.90762
C 3.56440 1.16060 -2.72953
C 2.56023 1.51512 -1.84211
N 1.88354 0.59877 -1.15416
H -2.30382 -1.51246 3.37756
H -1.44456 -2.90363 2.88411
H 1.70276 -2.65184 -0.32843
H 3.39675 -2.18636 -2.25665
H 4.63260 -0.48322 -3.60307
H 4.10526 1.94039 -3.24698
H 2.30854 2.54737 -1.63484
C -3.73575 -3.29838 -2.91500
Si -2.49477 -2.80742 -1.55354
C -0.88334 -3.63920 -2.12130
C -3.06397 -3.81036 -0.05323
C -2.31598 -1.02561 -1.16703
C -1.41592 -0.24461 -1.92383
C -1.03891 -0.59934 -3.26511
C -0.52063 0.32449 -4.12255
C -0.31377 1.64197 -3.67363
C -0.48342 1.86835 -2.33090
N -0.89157 0.94446 -1.43631
Si -3.69498 -0.14281 -0.32293
C -5.29633 -0.45015 -1.31542
C -4.19159 -0.72702 1.41950
C -3.58621 1.73275 -0.30142
H -3.64222 -4.36826 -3.13670
H -3.55136 -2.74264 -3.83935
H -4.76892 -3.10893 -2.61636
H -0.84769 -4.65563 -1.71627
H -0.00166 -3.10045 -1.77384
H -0.81848 -3.71583 -3.21035
H -3.01906 -4.87656 -0.30137
H -4.08911 -3.57907 0.24688
H -2.39728 -3.62220 0.79148
H -1.29342 -1.58777 -3.63122
H -0.31405 0.04672 -5.15166
H 0.04374 2.43070 -4.32140
H -0.21441 2.82607 -1.90065
H -5.59984 -1.50088 -1.31957
H -5.15984 -0.14017 -2.35606
H -6.12098 0.13166 -0.88760
H -3.83251 -1.73444 1.63641
H -5.28294 -0.72755 1.51516
H -3.77934 -0.05437 2.17452
H -3.46472 2.11790 -1.31738
H -2.76434 2.12164 0.29842
H -4.53295 2.11833 0.09616
S 2.05138 4.27128 3.53122
As 2.26526 3.34894 1.65095
S 2.26010 1.11870 1.76926
S 0.35529 3.28319 0.48911
S 3.83491 3.98758 0.35635
*
```

=====

Entry from the Open Molecules 2025 dataset: a cluster of 5 separate species, C19H29B3F4O16 in total (ωB97M-V with the def2-TZVPD basis set).

The SMILES is CC(C)C[C@@H](C)COB1OBOBO1.O=C1OC[C@@H](F)O1.O=C1OC[C@@H](F)O1.O=C1OC[C@@H](F)O1.O=C1OC[C@@H](F)O1. The HOMO-LUMO gap comes out at 10.5 eV.

Geometry as ORCA input:
```
! wB97M-V def2-TZVPD RIJCOSX def2/J DEFGRID3
* xyz 0 1
C -1.38359 -1.58895 -5.23505
C -2.11006 -1.80849 -3.91079
C -2.22708 -3.30286 -3.60750
C -1.55924 -0.97160 -2.74772
C -0.25799 -1.40996 -2.05917
C -0.41392 -2.56618 -1.06026
C 0.88517 -1.66662 -3.01372
O 2.12426 -1.59792 -2.28564
B 3.28189 -1.56150 -2.96751
O 4.27777 -2.51689 -2.77878
B 4.80954 -3.01114 -3.94182
O 4.95683 -2.15343 -5.01284
B 4.09444 -1.08158 -5.10117
O 3.53242 -0.59975 -3.94654
H -1.97628 -2.00546 -6.05096
H -0.42585 -2.10509 -5.27698
H -1.24177 -0.52944 -5.44101
H -3.12327 -1.44913 -4.08766
H -1.29159 -3.83395 -3.78171
H -2.52596 -3.48017 -2.57659
H -2.99801 -3.75760 -4.22904
H -2.32659 -0.92794 -1.97371
H -1.42335 0.04935 -3.10363
H 0.06814 -0.55670 -1.46904
H -1.45112 -2.69430 -0.76100
H 0.18669 -2.39655 -0.17088
H -0.09709 -3.51631 -1.49253
H 0.81100 -2.66416 -3.45580
H 0.89437 -0.93202 -3.81958
H 5.09568 -4.15984 -4.04128
H 3.81526 -0.61653 -6.15820
C 1.81063 2.81571 0.93992
C 1.20118 3.18243 -0.40037
O 0.41958 2.04121 -0.70246
C 0.08604 1.42763 0.46561
O -0.73379 0.57760 0.56482
O 0.81780 1.93182 1.48026
F 2.12748 3.35883 -1.36867
H 2.74268 2.26876 0.79121
H 1.97323 3.65437 1.60682
H 0.54944 4.05798 -0.38116
C -6.29468 0.73872 -2.17122
C -6.77226 1.64173 -3.29487
O -5.55928 2.04679 -3.89196
C -4.61485 1.09454 -3.64311
O -3.56470 1.02071 -4.17867
O -5.06592 0.23726 -2.69557
F -7.43596 2.72999 -2.83926
H -6.09672 1.33207 -1.27695
H -6.96572 -0.08227 -1.94006
H -7.39125 1.14865 -4.04673
C 3.06722 2.38379 5.69767
C 4.54865 2.11722 5.49217
O 4.74239 2.52525 4.14557
C 3.79931 3.44954 3.84091
O 3.81052 4.13025 2.86720
O 2.84813 3.47952 4.79257
F 4.88393 0.81796 5.60869
H 2.47457 1.52722 5.38188
H 2.79819 2.67848 6.70594
H 5.20924 2.70631 6.13166
C -0.44733 -0.66958 8.98801
C -0.95497 0.27511 7.91205
O 0.25037 0.75285 7.34467
C 1.22244 -0.18117 7.54849
O 2.27326 -0.18012 7.00247
O 0.80446 -1.09694 8.44539
F -1.65313 1.31403 8.42199
H -0.27432 -0.11833 9.91353
H -1.08636 -1.52698 9.17116
H -1.55025 -0.19621 7.12850
*
```

=====

Number 1: F_max 0.7 eV/Å, total energy -6865.564959 hartree. Number 2: F_max 1.0 eV/Å, total energy -2419.606306 hartree.